Molecular formula: C18H11F10FeN3O
Method: DFT, ωB97M-V/def2-TZVPD

Each line ends with the Löwdin charge.
CARTESIAN COORDINATES (ANGSTROEM)
Fe1 0.390 0.094 -0.093  0.86
C1 -2.000 1.620 0.355  -0.06
N1 -1.877 0.155 0.227  -0.29
C2 -2.171 -0.581 1.463  -0.15
C3 -1.059 -1.580 1.777  -0.21
N2 0.197 -0.867 1.618  -0.09
C4 1.123 -0.856 2.644  -0.19
C5 1.843 0.313 2.911  -0.17
F1 1.537 1.420 2.182  0.04
C6 2.812 0.417 3.882  -0.15
F2 3.457 1.565 4.075  0.14
C7 3.098 -0.684 4.667  -0.14
F3 4.038 -0.618 5.603  0.15
C8 2.394 -1.852 4.460  -0.14
F4 2.668 -2.921 5.200  0.14
C9 1.425 -1.930 3.477  -0.14
F5 0.807 -3.105 3.285  0.11
C10 -2.543 -0.361 -0.960  -0.17
C11 -1.936 -1.691 -1.370  -0.18
N3 -0.494 -1.520 -1.441  0.08
C12 0.271 -2.440 -2.031  -0.14
C13 -0.093 -3.775 -2.373  -0.11
F6 -1.303 -4.227 -2.089  0.15
C14 0.801 -4.645 -2.948  -0.13
F7 0.434 -5.883 -3.225  0.17
C15 2.100 -4.237 -3.235  -0.10
F8 2.945 -5.076 -3.776  0.20
C16 2.503 -2.930 -2.948  -0.13
F9 3.726 -2.531 -3.246  0.17
C17 1.609 -2.082 -2.368  -0.12
F10 1.982 -0.818 -2.128  0.07
H1 -3.037 1.952 0.477  0.11
H2 -1.435 1.959 1.223  0.09
H3 -1.606 2.105 -0.542  0.09
H4 -2.215 0.134 2.283  0.13
H5 -3.138 -1.093 1.409  0.13
H6 -1.217 -1.942 2.792  0.13
H7 -1.104 -2.448 1.114  0.10
H8 -3.620 -0.477 -0.803  0.14
H9 -2.392 0.352 -1.773  0.13
H10 -2.209 -2.483 -0.671  0.12
H11 -2.337 -1.983 -2.342  0.14
O1 3.548 0.107 0.310  0.20
C18 2.603 0.593 -0.025  0.02

Molecular weight (g mol⁻¹): 531.13
Energy above the lowest of the compared OMol25 structures with the same formula, charge and spin (eV): 0.502
Expectation value of S²: 8.807
LUMO energy (spin up / spin down) (eV): -3.22 / -5.89
HOMO-LUMO gap (spin up / spin down) (eV): 7.717 / 5.067
Highest occupied orbital energy (spin up / spin down) (hartree): -0.4019 / -0.4028
Electronic energy (eV): -86914.03818
Largest force on an atom (eV Å⁻¹): 1.55
Charge: +1
2S+1: 6

---

Molecular formula: C16H34NNaO6Si
Method: DFT, ωB97M-V/def2-TZVPD

Each line ends with the Löwdin charge.
CARTESIAN COORDINATES (ANGSTROEM)
C1 4.294 1.180 2.631  -0.12
C2 4.728 1.115 1.153  -0.26
C3 4.093 2.212 0.265  -0.23
C4 2.918 1.778 -0.619  -0.40
C5 3.391 1.221 -1.981  -0.11
Si1 1.660 0.618 0.185  0.78
C6 1.305 -0.944 -0.824  -0.30
O1 2.492 -1.679 -1.092  -0.25
C7 2.447 -2.842 -0.243  -0.10
N1 0.020 1.362 0.436  -0.02
C8 -0.569 0.619 1.553  -0.56
C9 -1.364 -0.620 1.249  0.02
O2 -0.411 0.943 2.660  0.14
C10 0.111 2.724 0.866  -0.59
C11 -1.112 3.558 0.555  0.01
O3 1.021 3.171 1.413  0.15
H1 3.731 2.087 2.825  0.07
H2 5.144 1.194 3.307  0.06
H3 3.633 0.366 2.902  0.05
H4 5.795 1.327 1.172  0.09
H5 4.635 0.111 0.743  0.10
H6 3.833 3.033 0.923  0.09
H7 4.888 2.583 -0.382  0.10
H8 2.368 2.690 -0.867  0.09
H9 3.721 2.064 -2.582  0.07
H10 2.533 0.819 -2.509  0.06
H11 4.157 0.465 -1.874  0.08
H12 2.078 0.132 1.511  0.05
H13 0.672 -1.554 -0.174  0.05
H14 0.717 -0.751 -1.727  0.08
H15 3.385 -3.384 -0.254  0.08
H16 1.630 -3.458 -0.602  0.08
H17 2.221 -2.534 0.768  0.06
H18 -1.746 -0.611 0.237  0.04
H19 -2.133 -0.739 1.999  0.09
H20 -0.718 -1.501 1.341  0.07
H21 -1.326 4.264 1.344  0.08
H22 -1.959 2.895 0.405  0.07
H23 -0.913 4.032 -0.404  0.08
O4 -2.088 -1.182 -1.953  0.15
C12 -3.247 -0.913 -1.896  -0.51
O5 -4.084 -1.653 -1.152  0.03
C13 -5.434 -1.286 -0.857  -0.21
C14 -6.388 -1.747 -1.941  -0.05
C15 -3.812 0.223 -2.738  0.00
H24 -5.514 -0.216 -0.656  0.12
H25 -5.675 -1.793 0.075  0.14
H26 -6.175 -1.263 -2.901  0.04
H27 -7.418 -1.520 -1.667  0.09
H28 -6.294 -2.821 -2.097  0.09
H29 -4.068 -0.168 -3.708  -0.02
H30 -3.036 0.979 -2.854  0.12
H31 -4.674 0.722 -2.292  0.09
Na1 -4.864 0.247 -4.921  0.75
C16 0.287 -3.123 3.023  -0.45
O6 0.511 -3.608 1.790  -0.35
H32 0.598 -2.059 3.205  0.04
H33 -0.784 -3.107 3.363  0.04
H34 0.787 -3.660 3.865  0.04

Molecular weight (g mol⁻¹): 387.52
LUMO energy (eV): -3.21
HOMO-LUMO gap (eV): 1.429
Highest occupied orbital energy (hartree): -0.1705
Electronic energy (eV): -43206.02138
Largest force on an atom (eV Å⁻¹): 5.09
Charge: 0

---

Molecular formula: C14H20N2O4S
Method: DFT, ωB97M-V/def2-TZVPD

Each line ends with the Löwdin charge.
CARTESIAN COORDINATES (ANGSTROEM)
C1 -0.998 1.920 -0.914  -0.19
C2 0.553 1.873 -1.415  -0.37
C3 -0.992 2.994 0.297  -0.10
C4 -0.664 2.202 1.551  -0.27
C5 0.662 2.431 2.185  -0.07
C6 -1.425 1.422 2.312  -0.14
C7 0.911 2.067 3.414  -0.04
C8 -1.219 0.902 3.596  -0.04
C9 0.017 1.146 4.246  -0.32
C10 0.453 -0.511 -2.449  -0.17
C11 -0.982 -0.455 -2.988  -0.44
C12 0.415 -1.582 -1.280  -0.24
C13 0.716 -3.060 -1.866  -0.37
C14 1.474 -5.633 -0.263  -0.44
H1 -1.260 0.211 0.386  -0.01
H2 -2.596 0.932 -0.411  0.14
H3 -1.721 2.113 -1.718  0.12
H4 0.006 3.761 0.166  0.15
H5 -1.906 3.767 0.227  0.15
H6 1.308 3.075 1.427  0.14
H7 -2.438 1.173 1.797  0.14
H8 2.008 2.036 3.628  0.12
H9 -2.256 0.548 4.019  0.14
H10 -0.739 1.015 6.114  0.29
H11 1.973 1.007 -2.674  0.16
H12 1.316 -0.727 -3.188  0.17
H13 1.410 -1.349 -0.639  0.12
H14 -0.468 -1.474 -0.788  0.04
H15 -0.154 -3.752 -2.072  0.09
H16 1.445 -3.144 -2.521  0.00
H17 2.188 -6.286 -1.003  0.06
H18 2.081 -6.072 0.736  0.06
H19 0.473 -6.242 -0.292  0.03
H20 -0.757 1.149 -3.569  0.10
N1 -1.570 0.597 -0.392  0.06
N2 1.105 0.864 -2.119  0.08
O1 1.354 2.855 -1.317  -0.02
O2 0.347 0.786 5.521  -0.05
O3 -1.599 -1.543 -3.107  0.07
O4 -1.579 0.719 -3.339  0.09
S1 1.352 -3.676 -0.167  0.74

Molecular weight (g mol⁻¹): 312.39
Energy above the lowest of the compared OMol25 structures with the same formula, charge and spin (eV): 9.036
LUMO energy (eV): 0.06
HOMO-LUMO gap (eV): 8.638
Highest occupied orbital energy (hartree): -0.3152
Electronic energy (eV): -36839.79067
Largest force on an atom (eV Å⁻¹): 9.20
Charge: 0

---

- Which formula does entry 1 have?
  C18H11F10FeN3O